(1)
This record from the Open Molecules 2025 dataset describes 8 unconnected molecules or ions with the total composition C35H83N2O8 at a distorted geometry. The level of theory is wB97M-V/def2-TZVPD.

Calculated values
HOMO in eV: -10.4
LUMO energy in Eh: -0.145
Orbital gap in eV: 6.50
Net charge: +1

Element x y z (Å)
O  5.62079  5.18906  -4.00510
O  1.58598  4.15048  -2.21908
O  1.60629  -1.50564  2.07065
O  0.04131  -9.12445  -1.10596
O  -1.18540  3.58905  3.14939
O  5.24362  0.38620  -7.98789
O  -3.10913  -4.96260  1.05860
O  -7.57028  -4.48205  4.69470
N  -3.17128  6.48943  4.02295
N  -4.22085  5.15508  2.41575
C  0.20140  5.52861  2.44027
C  7.24625  3.48833  -4.71571
C  -4.50139  -3.43810  2.39162
C  -3.21655  5.88485  1.65461
C  1.65510  -7.27551  -0.98001
C  3.78818  -0.59765  2.74513
C  0.00251  6.94281  3.19662
C  5.30849  -1.02743  -8.11795
C  5.32523  4.63550  -2.73039
C  -8.86221  -6.53872  4.31808
C  -7.78312  -4.41393  7.14234
C  0.69061  5.86055  -3.74149
C  -3.65057  -4.69527  2.34475
C  5.02825  0.46580  -5.54142
C  -0.83135  -8.67215  -0.07962
C  0.09916  4.24458  3.43104
C  0.79640  -0.61808  2.82997
C  -7.50731  -5.89547  4.55641
C  6.93211  4.95945  -4.50395
C  6.19084  5.19591  -1.61515
C  -8.32898  -3.98771  5.78991
C  -2.22193  -3.98638  0.53090
C  0.42933  4.00157  -1.41085
C  -2.53310  6.73609  2.74155
C  0.36677  0.61626  2.05509
C  -1.97694  -7.81874  -0.59471
C  -0.49858  2.89536  -1.88422
C  0.72670  -8.11855  -1.83814
C  -4.19723  5.49778  3.80511
C  -0.96826  -3.79573  1.36766
C  1.36613  4.51028  -3.57819
C  2.85162  -0.99266  1.61662
C  4.48326  0.88444  -6.89657
C  3.95451  -1.67377  -8.35416
C  -1.30579  7.77010  2.67262
H  -3.89376  -2.53968  2.25425
H  1.21609  6.62842  -3.16751
H  -2.69304  -7.61695  0.20529
H  3.31991  -1.79294  1.03714
H  -8.28725  -2.89686  5.72361
H  -0.09710  -1.18227  3.11137
H  4.90957  -0.60840  -5.37968
H  2.31924  -7.91168  -0.38959
H  -4.28004  -5.55329  2.59693
H  7.67608  5.43415  -3.85638
H  -8.31168  -3.89706  7.94664
H  -1.51038  8.57683  3.45805
H  -0.36307  1.19289  2.62850
H  -5.25265  -3.44867  1.59763
H  -1.78829  3.92898  3.85154
H  5.81123  -1.46911  -7.25135
H  0.05349  1.96347  -2.02816
H  3.43068  0.60325  -7.00410
H  4.52305  1.97511  -6.96836
H  2.69308  -0.15894  0.92454
H  6.98692  5.47169  -5.46835
H  -0.96631  3.14979  -2.83836
H  4.28096  4.88493  -2.52138
H  -4.86898  4.47718  1.98152
H  0.93158  3.49443  3.17087
H  -2.49534  -8.32079  -1.41596
H  3.43070  -1.18478  -9.17959
H  -5.00774  -3.35516  3.35678
H  7.23138  4.87919  -1.71984
H  1.09300  -6.65073  -0.28126
H  -0.34254  5.83603  -3.38491
H  0.14183  4.57764  4.53163
H  6.09469  0.69239  -5.46723
H  8.20377  3.37292  -5.22861
H  -1.61967  -6.85781  -0.97312
H  7.30927  2.95447  -3.76412
H  3.89053  -1.41235  3.46652
H  0.67389  6.15450  -4.79357
H  -0.07620  0.33526  1.09599
H  1.32355  -8.64096  -2.59081
H  6.17952  6.28896  -1.62816
H  4.49776  0.98599  -4.74002
H  -0.10221  4.95609  -1.32499
H  4.77632  -0.34718  2.35149
H  5.94730  -1.22669  -8.98272
H  3.41398  0.27408  3.28806
H  2.35262  4.55404  -4.04806
H  -9.49981  -6.46599  5.20254
H  -6.86983  -6.09067  3.68936
H  1.21795  1.26924  1.84387
H  3.31569  -1.59670  -7.47078
H  -6.71602  -4.18937  7.21645
H  -2.95212  5.87543  0.54936
H  0.78635  3.75223  -0.40711
H  -9.38191  -4.26652  5.68211
H  -4.89903  5.07181  4.61079
H  -0.25954  -3.14474  0.85061
H  -8.74503  -7.59803  4.07696
H  -0.11750  6.74080  4.32478
H  -2.74532  -3.03658  0.37945
H  -0.45178  5.39929  1.50731
H  -2.85460  -4.66169  3.09590
H  -9.38641  -6.04434  3.49610
H  -0.48742  -4.75667  1.56782
H  -1.16175  8.21702  1.63049
H  -1.29511  2.72753  -1.15481
H  1.29964  -0.34526  3.76319
H  -1.92974  -4.34250  -0.46099
H  6.46476  3.00828  -5.30969
H  0.90367  7.60230  2.95914
H  -7.90343  -5.48849  7.29908
H  0.01480  -7.49176  -2.38484
H  0.80869  3.72397  -4.09720
H  1.29578  5.52766  2.05827
H  -1.24582  -9.56959  0.38801
H  5.38300  3.54251  -2.76474
H  2.25963  -6.61604  -1.60718
H  -2.93791  6.93337  4.92192
H  -1.20035  -3.33835  2.33276
H  -7.00406  -6.34270  5.41977
H  4.07326  -2.73439  -8.58903
H  5.83237  4.84946  -0.64245
H  -0.26742  -8.14773  0.69895


(2)
This record from the Open Molecules 2025 dataset describes 12 unconnected molecules or ions with the total composition C35H83NO17S6 at a distorted geometry. The level of theory is wB97M-V/def2-TZVPD.

Calculated values
HOMO (spin up / spin down) in eV: -10.4 / -10.4
LUMO energy (spin up / spin down) in Eh: -0.120 / -0.289
Orbital gap (spin up / spin down) in eV: 7.14 / 2.53
Spin multiplicity: 2
Net charge: +1

Element x y z (Å)
S  -3.44180  4.55314  1.13231
S  -4.96804  -0.40026  3.16812
S  -0.08957  -0.03832  -0.81531
S  3.57649  -2.23164  -3.15169
S  -2.91573  -3.17772  -5.14555
S  -0.94876  -3.12497  3.42263
O  -0.63473  -1.27044  -1.53430
O  -2.58235  3.35681  0.79173
O  -0.45425  -0.35133  -6.00417
O  -3.24999  -4.51841  -4.57445
O  5.49642  -1.73304  3.59309
O  -6.33528  0.25304  3.28811
O  3.72885  4.96351  -0.23334
O  4.29382  1.22176  6.92434
O  2.95659  2.48481  5.50452
O  2.74330  -5.30431  1.91972
O  -1.25814  -1.63877  3.54705
O  -3.12930  3.13758  -2.59233
O  -2.22132  0.81815  -6.68523
O  3.31480  -0.76312  -3.55745
O  4.22207  -0.30065  2.36137
O  2.38388  3.31002  -1.43264
O  -5.28064  3.30003  -1.93238
N  0.78150  -5.61956  0.72273
C  1.54263  -0.60665  -0.17846
C  -1.04263  -0.01183  0.77911
C  4.02291  3.49110  7.43793
C  -2.99693  4.79962  2.89302
C  -1.56475  -3.92383  4.92477
C  -5.49179  4.58147  -2.39420
C  -2.57833  6.08856  0.62677
C  4.79678  -1.35013  2.47619
C  0.93085  1.47116  4.42305
C  -4.82429  -0.94037  1.37409
C  1.92525  -3.10837  -3.30441
C  2.72984  4.42728  -3.73065
C  2.76566  4.14119  -0.31396
C  4.39698  -3.02676  -4.65256
C  0.64892  -2.22651  -6.95608
C  0.76285  -4.24241  0.06075
C  2.39166  1.32226  4.79593
C  5.89878  -0.72589  4.53781
C  -1.35243  0.57754  -5.85440
C  -4.27955  1.23187  -1.81205
C  -0.28391  -1.08304  -7.24569
C  4.60672  -2.43588  1.44225
C  3.13716  3.35445  -2.68084
C  -4.53330  -2.33295  -5.44327
C  -4.08507  2.68248  -2.09838
C  0.86882  -3.35610  3.78627
C  -2.42148  -2.11800  -3.72337
C  6.82732  -1.39376  5.53629
C  -3.62341  0.81532  3.45901
C  3.72964  2.28267  6.59543
C  1.83891  3.93134  0.87204
C  1.74527  -5.96856  1.67141
C  -6.89957  4.91823  -2.80430
C  -1.32700  1.25371  -4.52267
C  -0.48618  -6.44532  0.51419
H  6.55083  -2.43186  5.72068
H  0.29269  -2.92592  -6.19975
H  -1.97620  0.51201  0.57381
H  -1.19001  -1.05071  1.07429
H  -2.35447  1.36521  -4.17629
H  -2.69130  0.68253  2.90980
H  -1.51661  5.90464  0.79114
H  1.63998  -3.69475  0.40545
H  2.65885  5.43378  -3.31831
H  1.82323  2.86457  1.09530
H  0.18058  -0.58419  -8.09628
H  6.72427  -0.78295  6.43317
H  4.17683  -3.31525  1.92184
H  -5.02751  -2.01127  1.37365
H  -5.26171  0.84982  -2.09043
H  1.36673  -1.66394  0.01974
H  1.39113  -2.63339  -2.48149
H  -2.13040  -1.09402  -3.95753
H  -4.06193  1.77979  3.20288
H  2.94558  2.39253  -3.15635
H  -3.37745  0.79656  4.52074
H  5.27441  -2.44782  -4.94074
H  1.56945  -2.83735  3.13197
H  3.12652  3.48338  8.05803
H  -7.09461  4.34889  -3.71310
H  -4.88214  4.94110  -3.22310
H  -2.60264  -3.60431  5.01859
H  1.91951  -0.05900  0.68535
H  4.85713  -4.01483  -4.64265
H  3.49189  4.54601  -4.50090
H  1.10535  -3.25548  4.84553
H  -0.84399  0.82944  -3.64244
H  6.40554  0.10060  4.03960
H  0.82822  4.25174  0.61914
H  -3.43515  5.77080  3.12296
H  -1.05232  -3.53510  5.80478
H  4.23852  4.45886  6.98513
H  0.77208  -2.88996  -7.81210
H  2.99029  1.00657  3.94148
H  3.79161  -2.15449  0.77550
H  -1.45046  -5.00717  4.96216
H  -7.02490  5.95990  -3.09980
H  -0.82597  2.21932  -4.59077
H  2.30905  4.52349  1.65717
H  -1.92479  4.99606  2.89768
H  -4.39742  -1.25287  -5.49873
H  1.63193  -1.81051  -6.73539
H  -3.54147  0.50670  -2.15479
H  -1.41852  -5.92921  0.74327
H  -0.44341  0.42830  1.57616
H  1.33055  -6.74369  2.33428
H  4.88689  3.30849  8.07691
H  -0.17794  -3.72753  0.25552
H  4.96440  -0.28606  4.88653
H  1.98934  -4.18179  -3.12612
H  -1.67501  -2.66787  -3.15022
H  -5.04595  -2.94585  -6.18465
H  -3.45718  4.00615  3.48181
H  1.07772  -4.40554  3.57854
H  2.39473  0.52563  5.53989
H  -5.14591  -2.51929  -4.56117
H  2.28258  -0.54425  -0.97637
H  1.83462  4.08568  -4.25027
H  0.80608  -4.40630  -1.01599
H  -5.68059  -0.45872  0.90202
H  -2.72935  6.44704  -0.39147
H  0.43829  1.68956  5.37057
H  4.21602  3.40817  -2.53499
H  -4.09991  1.24933  -0.73709
H  -3.85180  -0.79686  0.90317
H  -7.71344  4.76319  -2.09601
H  -2.73663  6.91235  1.32275
H  0.61301  2.33053  3.83267
H  -5.30811  5.23142  -1.53866
H  -0.59191  -6.72786  -0.53323
H  -1.23813  -1.50547  -7.56046
H  -3.11331  -2.17785  -2.88320
H  3.68260  -2.98198  -5.47460
H  0.50152  0.59021  3.94586
H  7.85516  -1.37685  5.17387
H  1.50056  -2.85855  -4.27669
H  5.38995  -2.72361  0.74093
H  -0.49987  -7.47826  0.86196